1.
Entry from the Open Molecules 2025 dataset: a structure of composition C10H27HoN3S2 in a non-equilibrium geometry (ωB97M-V/def2-TZVPD).

Last column: Mulliken charge in e.
Cartesian coordinates (Å):
Ho: 0.8801 0.1021 -0.2771  1.0007
S: -0.5137 2.3675 -0.5863  0.0210
S: -0.4100 -2.2476 -0.3446  0.0474
C: -2.3801 2.2506 -0.4081  -0.9353
C: -0.3736 2.3904 -2.4362  -0.8251
C: -0.8822 1.1584 -3.1489  -0.6442
N: -0.1192 -0.0396 -2.6486  -0.1726
C: -0.7970 -1.3383 -3.0211  -0.5920
C: -0.2472 -2.4592 -2.1762  -0.8824
H: 0.6876 2.5625 -2.6605  0.3815
H: -0.9563 3.2646 -2.7219  0.5600
H: -0.7184 1.2343 -4.2355  0.3843
H: -1.9473 0.9658 -2.9887  0.4175
H: -0.6009 -1.5158 -4.0893  0.3791
H: -1.8749 -1.1842 -2.9072  0.4169
H: 0.8172 -2.6235 -2.3754  0.3768
H: -0.8012 -3.3769 -2.3611  0.5640
C: -2.2746 -2.3527 -0.2112  -0.9554
H: 0.7378 -0.0340 -3.2037  0.3176
H: -2.7665 -1.4249 -0.5296  0.2461
H: -2.5773 -2.5891 0.8190  0.4372
H: -2.5825 -3.1873 -0.8438  0.4229
H: -2.6715 2.5195 0.6258  0.4550
H: -2.7801 1.2454 -0.6527  0.2269
H: -2.8109 3.0105 -1.0793  0.4113
C: 3.3674 0.0586 -1.2982  -0.8381
C: 4.0286 0.0754 -0.0585  -0.6657
H: 3.1656 0.9911 -1.8649  0.5291
H: 3.3008 -0.8455 -1.9301  0.4296
H: 4.1345 1.0069 0.5120  0.3432
H: 4.5578 -0.7707 0.4193  0.4309
N: -0.4859 0.1463 1.8378  -0.3053
C: 0.2039 0.3017 3.1955  -0.5325
C: 1.6618 -0.0361 3.0511  -0.6181
N: 2.1074 0.3109 1.6597  -0.3069
H: -1.1062 0.9512 1.7146  0.1485
H: -1.1417 -0.6500 1.8603  0.2230
H: 0.0921 1.3586 3.4971  0.3526
H: -0.3109 -0.3683 3.9139  0.3335
H: 2.3234 0.5136 3.7350  0.4014
H: 1.8579 -1.1087 3.1773  0.3444
H: 2.4820 1.2685 1.6304  0.3617
H: 2.9411 -0.2483 1.4163  0.3095

The calculation puts the maximum force at 3.066 eV/Å. As for the total charge: +3. The value obtained for the HOMO energy (alpha / beta) is -20.1 / -20.1 eV. The spin multiplicity is 5. Its expectation value of S² is 6.005. The calculation puts the total energy at -62719.8077 eV.

2.
Entry from the Open Molecules 2025 dataset: a structure of composition C10H27I2O2P2ScSi in a non-equilibrium geometry (ωB97M-V/def2-TZVPD).

Last column: Mulliken charge in e.
Cartesian coordinates (Å):
I: -0.5709 -3.7043 -3.3167  0.0323
I: 1.2856 -4.1700 -1.3310  -0.0318
Sc: -0.1564 0.4318 0.0128  0.1891
P: 2.0627 0.7673 -1.1652  0.9273
C: 3.5896 0.6481 -0.2366  -1.1715
C: 2.2900 -0.0752 -2.7356  -1.0626
H: 3.1373 0.3618 -3.2778  0.4135
H: 2.7429 2.8576 -2.1493  0.4623
H: 1.3860 0.0236 -3.3563  0.3791
H: 0.9756 2.7138 -2.1577  0.4014
H: 3.7900 -0.4031 0.0115  0.3952
H: 2.4478 -1.1505 -2.5723  0.2573
C: 1.8807 2.5330 -1.5575  -1.0669
H: 4.4288 1.0509 -0.8161  0.4228
H: 1.8044 3.1746 -0.6668  0.0877
H: 3.5119 1.2040 0.7092  0.3261
P: -2.1707 -0.8207 0.9065  0.9372
C: -2.1324 -1.4946 2.5658  -1.1810
C: -3.3277 0.5794 0.9885  -1.0780
H: -3.0153 -1.6322 -1.2017  0.3730
H: -3.9325 -2.2911 0.1828  0.4155
H: -2.3041 -2.9324 -0.2498  0.3031
C: -2.9302 -2.0323 -0.1796  -1.1169
H: -3.4440 1.0549 0.0024  0.4037
H: -4.3112 0.2108 1.2980  0.4611
H: -3.1387 -1.7837 2.8913  0.4216
H: -1.7272 -0.7584 3.2753  0.3232
H: -3.0131 1.3695 1.6864  0.0908
H: -1.4760 -2.3751 2.5922  0.4046
C: 1.0474 -0.7807 1.5370  0.3728
O: 1.6035 -0.9724 2.5240  -0.1281
C: -1.8323 3.5506 2.6896  -1.1263
Si: -0.0624 3.1196 2.2768  0.2705
C: 0.8454 4.5150 1.4297  -1.1295
C: 0.8624 2.5373 3.7968  -1.0259
O: -0.2273 1.9833 1.0639  -0.0817
H: -1.7619 4.4525 3.3046  0.3900
H: -2.3508 2.7682 3.2510  0.3201
H: -2.4101 3.7722 1.7868  0.3421
H: 0.7687 5.3574 2.1235  0.3923
H: 1.9002 4.2967 1.2404  0.3214
H: 0.3700 4.7841 0.4813  0.3430
H: 0.3807 1.7087 4.3245  0.3218
H: 1.9032 2.2576 3.6081  0.3211
H: 0.8673 3.4032 4.4712  0.3774

The calculation puts the maximum force at 4.895 eV/Å. As for the total charge: +2. Its relative energy (zero: lowest compared OMol25 entry of this formula, charge and spin) is 0.000 eV. The value obtained for the HOMO energy is -14.8 eV. The spin multiplicity is 1. The calculation puts the total energy at -78249.5379 eV.

3.
Entry from the Open Molecules 2025 dataset: a structure of composition C10H27N2NaO7S4 in a non-equilibrium geometry (ωB97M-V/def2-TZVPD).

Last column: Mulliken charge in e.
Cartesian coordinates (Å):
Na: -0.2843 1.2836 -1.8606  0.9880
N: -3.8983 3.2810 -5.0747  0.9818
O: -4.1714 2.5457 -4.1256  -0.6751
O: -4.7011 3.7274 -5.9279  -0.6383
O: -2.7356 3.6357 -5.0758  -0.6608
C: -3.4742 -3.8855 0.2894  -0.6711
C: -2.6859 -5.1282 0.5304  0.2947
N: -2.0272 -6.0731 0.6826  -0.3697
H: -3.9730 -3.9535 -0.6774  0.2647
H: -2.8042 -3.0275 0.2336  0.2237
H: -4.1950 -3.7667 1.0983  0.2604
C: 3.6878 5.0787 1.0596  -0.8642
S: 3.9110 4.7641 -0.7319  0.4854
O: 3.2877 3.4146 -1.1165  -0.6166
C: 2.6192 6.0064 -1.1411  -0.9473
H: 3.4744 6.1318 1.2427  0.3328
H: 4.5934 4.6870 1.5227  0.3091
H: 2.8152 4.4788 1.3180  0.3005
H: 2.9663 7.0183 -0.9321  0.3679
H: 1.7627 5.8421 -0.4874  0.3049
H: 2.2324 5.9122 -2.1558  0.3310
C: 2.1984 -4.8121 -3.2852  -0.8709
S: 1.9272 -3.3497 -4.3270  0.4739
O: 0.4146 -2.9253 -4.2947  -0.6107
C: 2.2040 -4.3944 -5.8827  -0.9256
H: 3.2067 -5.1731 -3.4881  0.3399
H: 1.5091 -5.6458 -3.4192  0.3178
H: 2.0838 -4.5163 -2.2424  0.2990
H: 3.2326 -4.7547 -5.8643  0.3464
H: 2.0997 -3.7322 -6.7422  0.3178
H: 1.4595 -5.1857 -5.9701  0.3125
C: -3.8661 2.3190 4.1199  -0.8562
S: -4.4683 3.4776 2.8011  0.4600
O: -3.3982 3.4233 1.6977  -0.5947
C: -5.9184 2.4544 2.2498  -0.8493
H: -3.0890 2.7851 4.7257  0.3126
H: -3.5398 1.4086 3.6173  0.2730
H: -4.7033 2.1673 4.8013  0.3341
H: -6.5443 2.6390 3.1229  0.3174
H: -5.5983 1.4238 2.0960  0.2600
H: -6.4028 2.6972 1.3040  0.3427
C: 2.0997 -2.9318 4.3578  -0.8897
S: 2.4297 -1.3482 3.4463  0.4774
O: 1.9347 -1.6737 2.0088  -0.6037
C: 4.2815 -1.5735 3.2610  -0.8985
H: 2.2032 -3.7557 3.6518  0.3124
H: 1.0614 -3.0160 4.6785  0.3095
H: 2.7480 -3.1069 5.2165  0.3326
H: 4.6786 -1.6681 4.2716  0.3329
H: 4.7985 -0.7607 2.7510  0.3173
H: 4.5581 -2.4443 2.6665  0.3080

The calculation puts the maximum force at 3.623 eV/Å. Its relative energy (zero: lowest compared OMol25 entry of this formula, charge and spin) is 4.734 eV. The value obtained for the HOMO energy is -6.1 eV. The spin multiplicity is 1. The calculation puts the total energy at -75867.7734 eV.

Please write out number 3 again, unchanged.
Entry from the Open Molecules 2025 dataset: a structure of composition C10H27N2NaO7S4 in a non-equilibrium geometry (ωB97M-V/def2-TZVPD).

Last column: Mulliken charge in e.
Cartesian coordinates (Å):
Na: -0.2843 1.2836 -1.8606  0.9880
N: -3.8983 3.2810 -5.0747  0.9818
O: -4.1714 2.5457 -4.1256  -0.6751
O: -4.7011 3.7274 -5.9279  -0.6383
O: -2.7356 3.6357 -5.0758  -0.6608
C: -3.4742 -3.8855 0.2894  -0.6711
C: -2.6859 -5.1282 0.5304  0.2947
N: -2.0272 -6.0731 0.6826  -0.3697
H: -3.9730 -3.9535 -0.6774  0.2647
H: -2.8042 -3.0275 0.2336  0.2237
H: -4.1950 -3.7667 1.0983  0.2604
C: 3.6878 5.0787 1.0596  -0.8642
S: 3.9110 4.7641 -0.7319  0.4854
O: 3.2877 3.4146 -1.1165  -0.6166
C: 2.6192 6.0064 -1.1411  -0.9473
H: 3.4744 6.1318 1.2427  0.3328
H: 4.5934 4.6870 1.5227  0.3091
H: 2.8152 4.4788 1.3180  0.3005
H: 2.9663 7.0183 -0.9321  0.3679
H: 1.7627 5.8421 -0.4874  0.3049
H: 2.2324 5.9122 -2.1558  0.3310
C: 2.1984 -4.8121 -3.2852  -0.8709
S: 1.9272 -3.3497 -4.3270  0.4739
O: 0.4146 -2.9253 -4.2947  -0.6107
C: 2.2040 -4.3944 -5.8827  -0.9256
H: 3.2067 -5.1731 -3.4881  0.3399
H: 1.5091 -5.6458 -3.4192  0.3178
H: 2.0838 -4.5163 -2.2424  0.2990
H: 3.2326 -4.7547 -5.8643  0.3464
H: 2.0997 -3.7322 -6.7422  0.3178
H: 1.4595 -5.1857 -5.9701  0.3125
C: -3.8661 2.3190 4.1199  -0.8562
S: -4.4683 3.4776 2.8011  0.4600
O: -3.3982 3.4233 1.6977  -0.5947
C: -5.9184 2.4544 2.2498  -0.8493
H: -3.0890 2.7851 4.7257  0.3126
H: -3.5398 1.4086 3.6173  0.2730
H: -4.7033 2.1673 4.8013  0.3341
H: -6.5443 2.6390 3.1229  0.3174
H: -5.5983 1.4238 2.0960  0.2600
H: -6.4028 2.6972 1.3040  0.3427
C: 2.0997 -2.9318 4.3578  -0.8897
S: 2.4297 -1.3482 3.4463  0.4774
O: 1.9347 -1.6737 2.0088  -0.6037
C: 4.2815 -1.5735 3.2610  -0.8985
H: 2.2032 -3.7557 3.6518  0.3124
H: 1.0614 -3.0160 4.6785  0.3095
H: 2.7480 -3.1069 5.2165  0.3326
H: 4.6786 -1.6681 4.2716  0.3329
H: 4.7985 -0.7607 2.7510  0.3173
H: 4.5581 -2.4443 2.6665  0.3080

The calculation puts the maximum force at 3.623 eV/Å. Its relative energy (zero: lowest compared OMol25 entry of this formula, charge and spin) is 4.734 eV. The value obtained for the HOMO energy is -6.1 eV. The spin multiplicity is 1. The calculation puts the total energy at -75867.7734 eV.

> Among the records above, which one has the highest total energy?

C10H27HoN3S2

> Among the records above, which one has the lowest total energy?

C10H27I2O2P2ScSi